36
Properties=species:S:1:pos:R:3:mulliken_charge:R:1 method="wB97M-V/def2-TZVPD" spin_multiplicity=5 largest_force_ev_per_a=3.4 total_charge=+2 molar_mass_g_mol=439.2 gap_ev="7.31 / 4.28" lumo_ev="-7.0 / -11.6" relative_energy_kcal_mol=15.7 e_homo_ev="-14.276 / -15.914"
H 2.7601 -1.5400 1.5777 0.482
N 0.9983 -1.2958 0.4256 -0.569
B -1.0704 -1.5950 -1.0167 -0.045
N 0.1801 -2.1477 -0.2735 0.255
C 0.6945 -3.3922 -0.1980 -0.035
Pt 0.6623 0.7548 0.5744 1.533
H 0.2012 -4.2051 -0.7177 0.486
C 1.8359 -3.3455 0.5918 -1.038
H 2.4633 -4.1748 0.8596 0.438
C 2.0030 -2.0100 0.9708 0.027
H -1.6971 -2.4225 -1.6113 0.015
C 1.3394 3.4610 0.4652 -0.716
H 2.3460 3.4738 0.8777 0.368
H 0.6542 3.9469 1.1571 0.383
H 1.3318 4.0052 -0.4778 0.374
N -0.4885 -0.4679 -1.9184 0.128
N -1.8813 -0.8395 0.0766 0.154
N 0.2562 0.5499 -1.3733 -0.345
N -1.2988 0.1702 0.8013 -0.592
C -0.5276 -0.2961 -3.2518 0.048
C -3.1569 -0.9798 0.4920 -0.040
H -1.0548 -1.0107 -3.8621 0.525
H -3.7890 -1.7239 0.0270 0.490
C 0.1802 0.8583 -3.5670 -0.893
C -3.3899 -0.0602 1.5095 -1.050
C 0.6680 1.3695 -2.3735 0.007
C -2.1976 0.6461 1.6891 0.061
H 0.3227 1.2782 -4.5395 0.461
H -4.3037 0.0806 2.0507 0.446
H 1.2692 2.2450 -2.1528 0.414
H -1.9381 1.4381 2.3738 0.484
H 0.9725 2.3727 0.2194 -0.061
C 1.3153 1.1566 2.3967 -1.526
H 0.8175 2.0492 2.7935 0.471
H 2.3961 1.3403 2.3411 0.449
H 1.1257 0.3104 3.0628 0.412